No. 1
Entry from the Open Molecules 2025 dataset: a molecular structure, C4H14InO5 at a distorted geometry (ωB97M-V/def2-TZVPD).

Geometry (Å):
In -2.026 -0.642 -0.081
O -2.516 -3.166 -1.560
O -1.274 1.949 1.363
O 0.635 -1.922 -0.925
O 0.400 -0.619 1.660
O -0.371 1.418 -1.331
C -0.305 2.765 -0.795
C 1.610 -0.837 1.045
C 1.523 -2.093 0.157
C -0.224 2.723 0.735
H 2.496 -2.234 -0.314
H 1.400 -3.017 0.722
H -0.350 3.736 1.117
H 0.547 3.242 -1.278
H -0.155 1.516 -2.261
H 0.662 2.260 1.168
H 2.461 -0.830 1.727
H 0.487 0.005 2.384
H -1.914 -3.893 -1.398
H -1.374 2.201 2.284
H 1.640 0.077 0.451
H 0.977 -2.491 -1.618
H -1.123 3.395 -1.145
H -3.204 -3.543 -2.108

Charge: +2
Calculated total energy (hartree): -726.38852
LUMO (spin up / spin down) (eV): -7.62 / -13.28
Gap between HOMO and LUMO (spin up / spin down) (eV): 10.25 / 4.23
Energy above the lowest of the compared OMol25 structures with the same formula, charge and spin (kJ/mol): 0.9
⟨S²⟩: 0.76
Spin multiplicity: 2

---

No. 2
Entry from the Open Molecules 2025 dataset: C5H12N2O in the gas phase (ωB97M-V/def2-TZVPD).

Geometry (Å):
O -1.895 -1.089 0.432
N 1.229 -1.773 1.014
N 0.914 -1.419 -0.334
C 2.141 0.667 -0.275
C -1.627 0.063 0.172
C 0.781 0.013 -0.496
C -0.273 0.650 0.461
C -2.607 0.980 -0.511
H -3.367 0.402 -1.028
H 2.084 1.740 -0.439
H 0.385 -1.980 1.549
H -2.099 1.641 -1.205
H 0.462 0.173 -1.534
H 1.806 -2.607 0.994
H -3.096 1.588 0.248
H 2.864 0.238 -0.961
H 0.037 0.397 1.476
H -0.271 1.731 0.335
H 0.060 -1.887 -0.641
H 2.470 0.473 0.741

Calculated total energy (hartree): -382.43393
LUMO (eV): 0.96
Gap between HOMO and LUMO (eV): 9.98
Energy above the lowest of the compared OMol25 structures with the same formula, charge and spin (kJ/mol): 180.1
Spin multiplicity: 1
SMILES string: CC(=O)C[C@@H](C)NN